Formula: C35H27CrNO5
Source: the Open Molecules 2025 dataset
Level of theory: ωB97M-V/def2-TZVPD

Results
charge	+1
expectation value of S²	3.86
orbital gap (spin up / spin down)	5.92 / 5.01	eV
energy relative to the best compared isomer or geometry (same formula, charge and spin)	0.000	eV
2S+1	4
LUMO (spin up / spin down)	-3.31 / -5.93	eV

CARTESIAN COORDINATES (ANGSTROEM)
C: 5.254 0.774 3.195
C: 3.964 1.414 3.658
O: 3.307 2.119 2.538
C: 1.937 2.180 2.439
C: 1.255 0.870 2.252
N: -0.034 0.863 2.222
C: -1.004 -0.029 2.239
C: -2.352 0.540 2.382
C: -3.524 -0.243 2.348
C: -4.766 0.336 2.606
C: -4.877 1.717 2.813
C: -3.726 2.518 2.798
C: -2.474 1.935 2.581
C: -0.704 -1.475 2.214
C: -1.440 -2.421 2.972
C: -1.022 -3.749 3.038
C: 0.189 -4.141 2.455
C: 0.904 -3.227 1.669
C: 0.460 -1.912 1.551
O: 1.333 3.235 2.379
H: 5.798 0.446 4.086
H: 5.060 -0.108 2.575
H: 5.899 1.458 2.634
H: 3.304 0.651 4.093
H: 4.177 2.190 4.404
H: 1.900 -0.008 2.277
H: -3.462 -1.313 2.149
H: -5.648 -0.304 2.638
H: -5.860 2.161 2.967
H: -3.802 3.592 2.959
H: -1.562 2.535 2.598
H: -2.331 -2.129 3.526
H: -1.649 -4.483 3.546
H: 0.570 -5.154 2.610
H: 1.804 -3.527 1.134
H: 1.018 -1.217 0.931
O: 8.764 -1.217 -0.196
C: 7.929 -1.721 -0.836
Cr: 6.472 -2.605 -1.677
C: 5.404 -1.912 -0.293
O: 4.724 -1.487 0.556
C: 6.779 -4.025 -0.450
O: 6.927 -4.754 0.447
C: 7.269 -3.503 -3.494
C: 7.362 -2.108 -3.598
C: 6.238 -1.310 -3.363
C: 4.991 -1.872 -2.990
C: 3.991 -1.056 -2.289
C: 3.171 -0.324 -1.730
C: 2.198 0.463 -1.182
C: 2.403 1.870 -1.028
C: 1.388 2.747 -0.563
C: 1.658 4.090 -0.350
C: 2.926 4.618 -0.630
C: 3.934 3.775 -1.120
C: 3.677 2.425 -1.324
C: 4.917 -3.291 -2.936
C: 6.028 -4.091 -3.206
H: 8.154 -4.127 -3.641
H: 8.321 -1.636 -3.822
H: 6.322 -0.220 -3.397
H: 1.222 0.048 -0.935
H: 0.393 2.336 -0.375
H: 0.888 4.738 0.069
H: 3.128 5.671 -0.428
H: 4.930 4.168 -1.329
H: 4.441 1.748 -1.711
H: 3.972 -3.745 -2.623
H: 5.938 -5.177 -3.136

Forces on the atoms, in the same order (eV/Å):
C 0.01 -0.18 -0.12
C -0.42 0.54 -0.50
O -0.01 -0.27 0.49
C -0.62 0.81 -0.16
C 0.58 -0.40 0.58
N -0.26 1.10 -0.06
C 0.09 -0.38 -0.10
C -0.26 0.07 -0.11
C -0.06 0.18 0.20
C 0.23 0.11 -0.15
C 0.24 -0.18 -0.05
C 0.15 -0.48 -0.19
C -0.36 0.05 0.27
C 0.03 -0.45 0.57
C 0.33 -0.06 -0.39
C 0.27 0.12 -0.05
C -0.08 0.12 -0.24
C -0.31 0.08 0.24
C -0.31 -0.41 0.04
O 1.12 -1.06 0.30
H 0.01 0.00 -0.12
H 0.01 0.19 0.10
H -0.23 0.03 0.15
H -0.01 0.31 -0.13
H -0.18 -0.24 -0.07
H 0.01 -0.09 -0.02
H -0.12 0.45 -0.04
H 0.15 0.24 -0.10
H 0.28 -0.08 0.05
H 0.01 -0.25 -0.05
H -0.36 -0.18 -0.02
H 0.37 -0.02 -0.16
H 0.32 0.24 0.07
H -0.23 0.30 -0.21
H -0.14 -0.02 0.23
H -0.17 -0.18 0.07
O -2.88 -1.61 -2.45
C 3.59 1.60 2.89
Cr 1.89 -0.01 1.70
C -3.27 1.47 3.73
O 2.64 -1.58 -2.82
C 0.46 -2.24 3.40
O -0.41 2.14 -3.13
C 0.59 -0.67 -0.30
C 0.09 0.40 -0.57
C -0.34 1.20 -0.98
C -0.84 1.19 1.43
C -0.18 0.08 -1.24
C 0.71 -1.48 -1.12
C -0.45 0.81 0.14
C 0.33 0.71 0.06
C 0.07 -0.39 -0.24
C 0.14 0.16 -0.16
C -0.18 -0.38 0.16
C -0.02 -0.32 -0.09
C -0.18 0.27 0.16
C -1.38 -0.91 -0.30
C -0.51 -0.44 -0.70
H -0.36 0.25 0.10
H -0.36 -0.18 0.12
H 0.04 -0.44 0.08
H 0.23 -0.09 -0.06
H 0.28 0.19 0.12
H 0.19 -0.24 -0.18
H -0.03 -0.33 -0.12
H -0.31 -0.05 0.04
H -0.06 0.36 0.16
H 0.40 0.12 -0.19
H 0.05 0.40 0.06

Formula: C35H27GaN2O2STe
Source: the Open Molecules 2025 dataset
Level of theory: ωB97M-V/def2-TZVPD

Results
charge	0
orbital gap	6.50	eV
2S+1	1
LUMO	-1.08	eV

CARTESIAN COORDINATES (ANGSTROEM)
Ga: -0.122 -0.992 -1.338
C: -3.168 -1.416 -3.268
O: -2.208 -0.554 -2.689
C: -2.587 0.736 -2.445
C: -3.858 1.246 -2.657
C: -4.152 2.549 -2.285
C: -3.194 3.347 -1.683
C: -1.916 2.864 -1.512
C: -1.586 1.573 -1.923
N: -0.301 1.059 -1.780
N: 0.583 1.979 -1.598
C: 1.884 1.764 -1.452
C: 2.501 0.477 -1.483
O: 1.815 -0.607 -1.443
C: 3.923 0.409 -1.595
C: 4.687 1.528 -1.574
C: 4.115 2.819 -1.397
C: 4.922 3.957 -1.248
C: 4.362 5.191 -1.041
C: 2.974 5.316 -0.977
C: 2.163 4.215 -1.115
C: 2.710 2.945 -1.331
H: -3.385 -1.111 -4.298
H: -2.728 -2.416 -3.263
H: -4.087 -1.430 -2.677
H: -4.640 0.647 -3.096
H: -5.150 2.923 -2.452
H: -3.453 4.334 -1.335
H: -1.147 3.455 -1.039
H: 4.366 -0.573 -1.684
H: 5.763 1.447 -1.661
H: 5.995 3.844 -1.272
H: 4.987 6.060 -0.907
H: 2.532 6.283 -0.799
H: 1.092 4.310 -1.037
C: -0.325 2.046 5.101
C: 0.347 0.885 4.759
C: 0.187 0.333 3.503
C: -0.655 0.928 2.564
C: -1.320 2.103 2.924
C: -1.164 2.652 4.181
C: -0.771 0.451 1.187
C: -0.563 -0.776 0.681
C: -0.365 -1.962 1.507
C: 0.734 -2.791 1.288
C: 0.942 -3.902 2.083
C: 0.051 -4.199 3.104
C: -1.062 -3.398 3.306
C: -1.281 -2.297 2.505
H: -0.184 2.489 6.074
H: 1.018 0.420 5.467
H: 0.739 -0.554 3.235
H: -1.967 2.590 2.208
H: -1.679 3.568 4.435
H: -1.022 1.255 0.503
H: 1.445 -2.529 0.508
H: 1.808 -4.532 1.919
H: 0.224 -5.057 3.739
H: -1.752 -3.625 4.106
H: -2.154 -1.678 2.643
Te: 0.281 -2.965 -2.962
C: -0.402 -4.551 -1.750
C: 0.355 -5.596 -1.327
C: -0.383 -6.564 -0.611
C: -1.697 -6.250 -0.501
S: -2.054 -4.757 -1.277
H: 1.411 -5.662 -1.521
H: 0.057 -7.452 -0.199
H: -2.486 -6.801 -0.029

Forces on the atoms, in the same order (eV/Å):
Ga 0.22 0.85 0.87
C -0.21 -0.46 -0.13
O 0.15 0.36 0.12
C 0.21 0.34 0.19
C -0.08 -0.10 -0.03
C -0.01 0.00 0.02
C -0.20 0.02 -0.04
C 0.06 -0.27 -0.06
C -0.93 0.39 -0.12
N 1.21 -0.30 0.18
N -0.85 -0.44 -0.30
C 0.39 -0.54 0.03
C -0.77 -0.11 0.07
O 0.55 0.24 -0.05
C 0.40 -0.04 0.00
C -0.25 -0.50 0.06
C -0.33 0.36 0.08
C -0.06 0.03 0.02
C 0.13 0.01 0.01
C -0.13 -0.09 0.01
C -0.01 0.08 -0.01
C 0.39 0.16 0.04
H 0.02 -0.03 0.15
H -0.03 0.23 -0.08
H 0.04 0.02 -0.01
H 0.03 -0.11 -0.03
H -0.10 0.06 0.02
H 0.01 0.14 -0.02
H -0.02 0.07 -0.02
H -0.02 -0.06 -0.02
H 0.05 0.00 0.00
H 0.16 -0.03 -0.05
H 0.08 0.08 -0.02
H -0.07 0.13 0.02
H -0.08 0.06 -0.04
C -0.03 0.07 0.10
C 0.07 0.01 0.04
C 0.02 -0.01 -0.08
C -0.04 0.15 0.45
C 0.00 -0.18 -0.11
C 0.00 0.11 0.09
C -0.07 -0.25 -0.73
C 0.09 0.27 -1.20
C 0.01 -0.43 0.14
C 0.03 0.11 -0.05
C 0.10 -0.10 0.10
C 0.10 -0.12 0.03
C -0.02 -0.07 0.13
C 0.10 -0.01 -0.16
H 0.01 0.04 0.15
H 0.03 -0.04 0.04
H 0.07 -0.07 0.01
H -0.03 0.02 -0.13
H -0.04 0.03 0.04
H 0.09 -0.02 -0.03
H -0.03 -0.10 0.03
H -0.02 0.00 -0.02
H -0.01 -0.06 0.02
H -0.10 -0.07 0.03
H -0.08 0.10 0.06
Te -0.26 -0.14 0.26
C -0.41 0.41 -0.22
C 0.18 0.18 -0.08
C -0.11 -0.20 0.11
C -0.24 0.30 -0.14
S 0.52 -0.10 -0.03
H 0.17 -0.02 -0.02
H 0.04 -0.23 0.12
H -0.08 -0.14 0.18

Formula: C35H27N2O5PPbSTe4
Source: the Open Molecules 2025 dataset
Level of theory: ωB97M-V/def2-TZVPD

Results
charge	-2
orbital gap	5.33	eV
2S+1	1
LUMO	3.90	eV

CARTESIAN COORDINATES (ANGSTROEM)
Pb: -2.141 1.047 -2.119
C: -3.844 3.645 0.742
O: -3.390 2.302 0.674
C: -2.539 1.887 1.624
C: -2.094 2.678 2.678
C: -1.271 2.132 3.657
C: -0.866 0.812 3.580
C: -1.276 0.030 2.504
C: -2.102 0.552 1.514
N: -2.546 -0.180 0.373
N: -2.439 -1.422 0.539
C: -2.786 -2.336 -0.415
C: -3.477 -2.051 -1.639
O: -3.913 -0.927 -1.967
C: -3.636 -3.172 -2.560
C: -3.311 -4.434 -2.230
C: -2.794 -4.762 -0.932
C: -2.552 -6.094 -0.559
C: -2.094 -6.411 0.698
C: -1.875 -5.373 1.616
C: -2.091 -4.060 1.269
C: -2.547 -3.707 -0.024
H: -4.308 3.845 1.713
H: -4.581 3.743 -0.049
H: -3.021 4.340 0.560
H: -2.383 3.717 2.730
H: -0.928 2.761 4.472
H: -0.209 0.390 4.331
H: -0.947 -0.994 2.411
H: -4.015 -2.916 -3.542
H: -3.424 -5.237 -2.952
H: -2.734 -6.875 -1.291
H: -1.910 -7.442 0.977
H: -1.531 -5.604 2.619
H: -1.913 -3.269 1.983
Te: -4.769 2.349 -2.826
Te: -4.354 4.992 -3.272
Te: -1.955 5.753 -2.131
Te: -0.613 3.462 -1.179
O: 0.161 -0.942 -2.343
S: 0.689 -0.287 -3.539
O: 0.888 -1.178 -4.663
O: -0.012 0.952 -3.849
C: 2.375 0.194 -3.079
C: 3.338 -0.021 -4.065
C: 4.676 0.228 -3.825
C: 5.080 0.670 -2.573
C: 4.128 0.891 -1.592
C: 2.764 0.690 -1.830
P: 1.546 1.059 -0.487
C: 2.320 2.429 0.434
C: 3.029 3.465 -0.171
C: 3.393 4.593 0.553
C: 3.041 4.712 1.889
C: 2.312 3.697 2.495
C: 1.947 2.573 1.773
C: 1.921 -0.374 0.623
C: 1.133 -1.518 0.514
C: 1.414 -2.644 1.279
C: 2.468 -2.636 2.181
C: 3.255 -1.497 2.304
C: 2.987 -0.381 1.523
H: 3.007 -0.417 -5.015
H: 5.405 0.052 -4.609
H: 6.129 0.841 -2.357
H: 4.444 1.235 -0.618
H: 3.282 3.406 -1.220
H: 3.937 5.390 0.060
H: 3.314 5.600 2.448
H: 2.000 3.786 3.529
H: 1.341 1.812 2.253
H: 0.306 -1.536 -0.186
H: 0.792 -3.522 1.168
H: 2.678 -3.512 2.784
H: 4.082 -1.475 3.004
H: 3.612 0.497 1.628

Forces on the atoms, in the same order (eV/Å):
Pb -0.07 -0.33 0.07
C 0.01 -0.02 -0.05
O -0.23 0.12 -0.05
C 0.20 -0.17 0.01
C -0.02 -0.04 0.07
C 0.04 0.13 0.01
C 0.01 -0.15 -0.12
C -0.01 0.15 -0.04
C -0.02 -0.05 0.19
N 0.23 0.16 -0.13
N -0.17 -0.32 0.22
C -0.13 0.07 0.16
C 0.30 -0.10 -0.02
O -0.03 0.30 -0.13
C -0.06 -0.06 0.03
C 0.05 0.00 -0.08
C -0.02 0.05 0.06
C 0.04 0.02 0.03
C -0.01 -0.01 -0.03
C 0.01 0.05 0.02
C 0.08 -0.05 -0.08
C 0.02 -0.08 0.03
H -0.03 -0.01 0.00
H -0.01 0.03 -0.06
H -0.02 0.01 0.04
H 0.02 -0.01 0.02
H -0.02 0.00 -0.01
H -0.01 0.00 0.00
H 0.02 -0.03 -0.03
H -0.06 -0.01 0.00
H -0.03 0.00 0.01
H -0.01 0.00 0.00
H -0.01 0.02 0.00
H 0.00 -0.01 -0.01
H -0.01 0.01 0.01
Te -0.02 0.08 0.02
Te 0.10 0.06 -0.06
Te 0.17 -0.47 0.29
Te -0.28 0.92 -0.29
O -0.05 0.07 -0.03
S 0.44 -0.42 0.30
O -0.15 0.11 -0.06
O -0.11 0.18 -0.17
C 0.14 0.04 -0.18
C -0.10 -0.04 0.05
C 0.10 -0.01 -0.01
C -0.01 0.01 0.02
C -0.12 -0.03 -0.10
C 0.06 0.05 0.02
P -0.33 -0.47 -0.09
C 0.02 0.16 0.09
C 0.01 0.01 0.10
C -0.01 -0.06 -0.03
C 0.00 0.01 0.01
C -0.03 -0.01 0.01
C 0.04 0.10 0.02
C 0.12 0.01 -0.03
C -0.06 0.01 -0.02
C 0.01 0.05 0.03
C -0.02 0.02 -0.03
C -0.03 -0.01 -0.01
C 0.04 -0.02 0.03
H 0.01 0.02 0.02
H -0.01 0.02 0.03
H -0.02 -0.01 -0.01
H 0.04 0.03 0.06
H -0.01 -0.02 -0.06
H 0.00 0.01 0.00
H 0.00 -0.01 0.00
H 0.01 0.02 -0.01
H 0.00 0.00 -0.03
H 0.04 0.01 0.01
H -0.04 -0.06 0.01
H -0.01 0.01 -0.01
H -0.01 -0.01 -0.01
H 0.00 -0.01 0.00

> What is the formula in the second record?

C35H27GaN2O2STe